Entry 1:
22
Properties=species:S:1:pos:R:3:forces:R:3:lowdin_charge:R:1 method="wB97M-V/def2-TZVPD" homo_lumo_gap_ha="0.222 / 0.271" multiplicity=3 homo_ev="-9.75 / -13.38" e_above_lowest_kj_mol=77.71 lumo_ev="-3.72 / -6.01" total_charge=+1
C 1.5442 0.1608 -1.7990 0.923 0.594 -0.129 -0.045
C 0.5815 0.9688 -1.2794 -1.939 1.506 -0.940 -0.051
C 1.8637 -1.1933 -1.6988 4.718 2.629 -3.285 -0.263
C 1.1822 -2.1915 -1.2333 -4.833 -4.569 2.224 -0.030
C -0.6581 0.1937 0.6697 -0.773 -3.117 3.298 -0.146
C -1.0772 1.7111 2.5934 -1.589 1.158 0.783 -0.093
C -1.7186 0.7302 1.5535 1.873 0.022 1.286 -0.221
N -0.4327 0.8581 -0.4066 -0.540 2.793 -3.107 0.019
N 3.0282 -1.5287 -2.5327 -1.436 1.748 1.207 0.141
N 0.3482 -3.0089 -0.9832 2.299 1.910 -0.778 0.334
H 2.1899 0.6565 -2.5385 -0.409 -0.147 0.498 0.132
H 0.4150 1.9190 -1.8016 0.616 -0.354 -0.069 0.146
H -0.3647 1.1244 3.2261 -0.839 0.971 -0.139 0.089
H -1.9611 2.2403 3.0999 1.053 -1.594 0.390 0.098
H -0.6665 2.6969 2.2912 0.685 -1.089 -0.910 0.073
H -2.4862 1.2282 1.0193 -0.878 0.434 -0.747 0.097
H -2.1510 -0.0741 2.1312 -0.301 -0.150 0.099 0.110
H -1.2423 1.5042 -0.5445 1.525 -0.113 -0.343 0.186
H 3.3982 -2.3628 -2.2359 0.659 -3.163 0.362 0.056
H 3.8531 -0.9456 -2.3724 -0.743 0.841 -0.142 0.120
H -0.0698 -0.6784 0.9101 0.138 0.064 0.162 0.120
H -0.2310 -3.7800 -0.7529 -0.209 -0.375 0.281 0.126

Entry 2:
91
Properties=species:S:1:pos:R:3:forces:R:3:lowdin_charge:R:1 method="wB97M-V/def2-TZVPD" homo_lumo_gap_ha=0.236 homo_ev=-6.51 e_above_lowest_kj_mol=87.59 lumo_ev=-0.07
Pb 0.4823 0.3758 0.6034 0.052 0.047 0.036 1.395
N 1.7917 -1.8982 0.9944 0.017 0.042 0.123 -0.039
N 3.1241 -2.1505 0.6985 0.026 -0.010 -0.007 -0.072
C 3.8613 -1.2984 -0.0486 -0.016 0.026 -0.041 -0.884
N 5.1669 -1.6444 -0.1585 -0.011 -0.023 -0.016 0.081
S 3.2650 0.0436 -0.8390 -0.006 -0.017 0.047 0.631
H 1.6261 -1.8109 1.9956 -0.014 -0.018 0.001 0.072
H 1.1409 -2.5602 0.5733 0.027 0.011 -0.038 0.071
H 3.5838 -2.9068 1.1828 -0.011 -0.018 -0.017 0.148
H 5.5864 -2.3040 0.4754 0.008 0.019 0.014 0.100
H 5.7684 -0.9665 -0.5919 0.006 -0.001 0.004 0.088
C -4.9790 1.0670 6.3935 0.007 -0.008 -0.005 -0.022
C -4.6025 -0.3980 6.2044 -0.017 0.007 0.008 -0.309
C -5.7852 -1.3499 6.3159 0.002 0.002 -0.009 -0.135
C -6.7831 -1.1014 5.1937 0.006 -0.004 0.008 -0.132
C -6.0925 -1.0962 3.8545 -0.006 0.002 0.018 -0.130
C -6.7946 -1.3518 2.6983 0.005 0.001 -0.009 0.051
C -6.1455 -1.3533 1.4682 0.013 0.004 0.006 -0.258
F -6.8793 -1.6057 0.3671 -0.004 -0.004 -0.007 0.065
C -4.8068 -1.1165 1.3533 -0.004 0.007 -0.006 0.074
C -4.0678 -0.8599 2.5140 0.009 0.028 -0.008 -0.039
C -2.6215 -0.6071 2.3915 0.119 -0.020 0.077 -0.293
O -2.0935 -0.5639 1.2652 -0.193 0.045 -0.121 -0.126
C -1.9205 -0.4160 3.6245 0.043 0.010 -0.021 -0.018
C -2.6300 -0.3922 4.7893 -0.010 0.030 0.005 0.034
N -3.9531 -0.5874 4.8960 0.011 -0.002 0.007 0.010
C -4.7080 -0.8430 3.7591 -0.007 -0.005 -0.023 -0.074
C -0.4158 -0.2431 3.7651 0.028 0.033 0.015 -0.588
O 0.0134 0.1119 4.8509 0.020 -0.062 0.025 0.053
O 0.3019 -0.5465 2.7366 -0.045 0.044 -0.027 -0.237
H -5.4798 1.2090 7.3520 0.001 -0.001 0.002 0.089
H -5.6443 1.4088 5.5998 -0.001 0.005 0.004 0.085
H -4.0869 1.6932 6.3753 -0.003 0.004 -0.002 0.087
H -3.8556 -0.6739 6.9495 0.003 -0.004 -0.002 0.147
H -6.2567 -1.2200 7.2904 -0.001 -0.001 0.001 0.121
H -5.4172 -2.3772 6.2617 0.001 0.000 0.003 0.128
H -7.2915 -0.1458 5.3484 -0.002 -0.001 0.001 0.120
H -7.5587 -1.8680 5.1989 -0.005 0.004 -0.005 0.122
H -7.8565 -1.5614 2.7340 0.000 0.000 0.001 0.133
H -4.3056 -1.1222 0.3958 -0.001 -0.005 0.001 0.135
H -2.0905 -0.1987 5.7089 0.000 -0.003 0.000 0.148
N 2.4439 -2.1220 -7.0517 -0.002 -0.006 0.010 0.166
C 2.6575 -1.8275 -8.3810 -0.011 0.018 -0.005 -0.192
C 3.4089 -2.4462 -9.3748 0.005 -0.005 -0.005 -0.026
C 3.3874 -1.8560 -10.6228 0.001 -0.003 0.005 -0.097
C 2.6439 -0.6907 -10.8730 -0.003 0.007 -0.002 -0.095
C 1.9018 -0.0836 -9.8815 -0.004 0.004 0.003 -0.015
C 1.9106 -0.6645 -8.6134 0.018 -0.022 -0.008 -0.225
N 1.2668 -0.2721 -7.4542 -0.016 0.007 0.014 0.181
C 1.6055 -1.1551 -6.5571 0.012 0.006 -0.024 -0.276
C 1.1454 -1.1323 -5.1628 -0.002 -0.014 0.016 -0.130
C 0.3096 -0.1052 -4.7384 0.031 0.018 0.003 0.007
C -0.1224 -0.0989 -3.4252 0.008 0.030 0.043 -0.113
N 0.2208 -1.0277 -2.5324 -0.076 -0.148 -0.058 0.021
C 1.0300 -2.0008 -2.9410 0.062 0.047 -0.021 -0.148
C 1.5122 -2.1001 -4.2346 0.015 0.032 0.005 -0.004
H 2.8309 -2.8953 -6.5432 0.004 0.001 0.003 0.148
H 3.9827 -3.3441 -9.1857 0.000 0.001 0.000 0.107
H 3.9566 -2.3008 -11.4284 0.000 -0.001 0.001 0.099
H 2.6578 -0.2640 -11.8672 0.000 -0.001 0.000 0.099
H 1.3277 0.8140 -10.0671 0.001 -0.001 -0.002 0.111
H 0.0145 0.6680 -5.4329 -0.005 0.001 0.006 0.114
H -0.7672 0.6947 -3.0642 -0.021 -0.015 -0.011 0.114
H 1.3171 -2.7348 -2.1953 -0.050 -0.018 -0.007 0.110
H 2.1664 -2.9241 -4.4877 -0.003 -0.001 0.005 0.104
O -0.8085 -2.5659 -0.1954 -0.075 0.131 0.033 -0.107
H -0.7182 -2.0501 -1.0125 0.111 -0.003 -0.106 -0.013
H -1.3385 -1.9666 0.3646 -0.012 -0.225 0.065 -0.009
C 4.4057 2.1977 4.6404 0.004 0.007 0.004 -0.115
C 4.0841 1.0088 4.0033 -0.001 0.003 -0.002 -0.094
C 3.1777 0.9928 2.9552 -0.002 0.000 0.007 -0.047
C 2.5468 2.1622 2.5270 0.046 -0.004 -0.029 -0.313
C 2.8752 3.3563 3.1827 0.007 -0.002 -0.022 -0.036
C 3.7942 3.3716 4.2171 0.003 -0.008 0.003 -0.096
N 1.5887 2.1381 1.5108 -0.094 -0.009 0.013 -0.153
C 1.6319 3.1035 0.5113 0.003 0.014 0.017 -0.397
C 0.4385 3.4818 -0.1259 0.028 -0.010 0.029 -0.103
C 0.4455 4.3326 -1.2253 -0.001 0.004 -0.001 -0.106
C 1.6354 4.8567 -1.6993 -0.005 0.008 -0.010 -0.116
C 2.8242 4.5164 -1.0566 0.002 -0.006 0.002 -0.092
C 2.8309 3.6536 0.0216 -0.001 -0.006 -0.010 -0.049
H 5.1146 2.2108 5.4580 0.000 -0.002 -0.001 0.091
H 4.5447 0.0818 4.3244 -0.003 -0.002 0.000 0.096
H 2.9398 0.0600 2.4612 -0.010 -0.003 0.009 0.068
H 2.3897 4.2732 2.8711 0.003 0.002 0.003 0.115
H 4.0259 4.3089 4.7086 -0.003 0.002 -0.003 0.097
H -0.5034 3.1427 0.2935 -0.015 0.012 -0.015 0.082
H -0.4927 4.6062 -1.6931 -0.002 -0.002 0.004 0.098
H 1.6423 5.5295 -2.5466 0.000 -0.001 0.000 0.092
H 3.7628 4.9211 -1.4162 0.002 -0.002 0.003 0.100
H 3.7642 3.3754 0.4942 0.002 0.003 -0.004 0.113

Entry 3:
104
Properties=species:S:1:pos:R:3:forces:R:3:lowdin_charge:R:1 method="wB97M-V/def2-TZVPD" homo_lumo_gap_ha=0.354 homo_ev=-9.47 e_above_lowest_kj_mol=118.91 lumo_ev=0.15
C 0.5666 -2.3920 -3.7375 0.503 0.111 0.933 -0.081
C 0.4663 -3.8513 -3.4128 -0.951 -0.503 0.076 -0.315
O -0.6547 -4.4750 -4.0663 0.261 -0.408 -0.888 -0.093
H -0.3518 -1.8426 -3.6016 -0.514 -0.101 -0.105 0.054
H 0.8918 -2.2989 -4.7600 0.304 0.427 -0.342 0.076
H 1.2665 -1.9377 -2.9921 -0.149 -0.272 -0.837 0.074
H 0.2118 -3.9952 -2.3729 0.738 0.070 0.642 0.082
H 1.4015 -4.3386 -3.7009 -0.045 -0.131 0.308 0.120
H -0.4249 -5.3998 -4.2654 -0.173 0.631 0.172 0.088
C -3.3659 3.2700 -0.1032 -0.522 -2.119 1.229 -0.082
C -3.4515 4.3217 0.9933 2.005 -1.459 -0.024 -0.368
O -4.4141 5.2878 0.8633 -0.812 1.534 -1.380 -0.050
H -3.0016 3.5884 -1.0203 0.761 1.385 -1.751 0.015
H -4.3186 2.7612 -0.3816 0.452 0.246 0.719 0.099
H -2.6074 2.4860 0.1989 -0.927 0.643 -0.108 0.072
H -2.4455 4.7450 1.0402 0.134 0.459 -0.104 0.084
H -3.5087 3.7990 1.9533 -0.810 0.191 0.019 0.109
H -4.2266 5.7913 0.0245 -0.288 -0.739 1.319 0.121
C 2.4782 -3.4858 -0.2762 -0.537 2.544 -0.315 -0.091
C 3.7864 -4.2055 0.0423 -2.120 0.495 2.103 -0.292
O 3.4237 -5.5726 0.2217 -1.977 1.786 0.124 -0.037
H 1.9027 -3.9095 -1.0933 0.564 -0.387 -0.442 0.038
H 2.7503 -2.4138 -0.6074 -0.599 -1.418 0.493 0.084
H 1.6401 -3.3976 0.4941 1.665 -0.328 -0.308 0.084
H 4.1852 -3.8199 0.9961 -0.248 -0.156 -0.102 0.086
H 4.5813 -3.9683 -0.6318 0.284 -0.450 -1.201 0.104
H 4.1679 -6.0520 0.0439 2.916 -2.363 -0.562 0.024
C -2.9114 -3.6845 1.9602 -2.180 -0.384 -1.636 -0.084
C -1.7539 -4.4093 1.2740 -0.063 0.844 1.717 -0.285
O -0.8454 -3.3694 1.1563 2.684 -0.181 1.046 -0.094
H -3.7727 -4.2727 2.2270 -0.286 -0.737 0.345 0.063
H -3.4075 -2.8611 1.3609 1.004 -0.878 -0.079 0.081
H -2.5890 -3.1627 2.8041 0.878 0.472 1.560 0.041
H -1.9580 -4.7551 0.2793 -0.488 -0.931 -0.261 0.092
H -1.2113 -5.1439 1.9215 -1.076 0.095 -0.590 0.134
H -1.0840 -2.9059 0.3925 -0.270 1.830 -1.892 -0.005
C 0.4642 4.1021 -0.9345 -0.837 -1.025 0.352 -0.086
C -0.4005 4.9990 -1.7894 0.633 -0.232 -0.583 -0.337
O -1.0793 5.9867 -1.0557 0.553 1.458 0.534 -0.083
H -0.1924 3.6561 -0.1728 0.146 -0.243 -0.364 0.051
H 1.2007 4.6171 -0.3269 0.436 0.338 -0.359 0.076
H 0.9145 3.2873 -1.5486 -0.181 0.585 0.557 0.087
H -1.1481 4.3995 -2.3404 0.299 0.315 0.251 0.101
H 0.2498 5.5009 -2.5017 -0.037 -0.047 -0.556 0.107
H -0.4446 6.7436 -0.9593 -1.097 -1.030 0.037 0.114
C -2.8504 0.5630 2.1761 0.841 -1.675 1.095 -0.057
C -3.5590 -0.2254 3.2685 -0.769 0.188 -0.847 -0.299
O -4.6193 0.5868 3.7942 -0.196 -1.013 0.964 -0.085
H -3.4896 0.8458 1.3918 -0.931 0.511 -0.837 0.053
H -2.0829 -0.0891 1.7580 0.069 -0.037 -0.225 0.071
H -2.3186 1.3963 2.6023 0.017 0.634 0.152 0.063
H -2.8529 -0.5392 4.0181 0.315 0.073 0.636 0.085
H -4.0141 -1.1615 2.9102 0.243 0.238 -0.376 0.101
H -5.1092 -0.0206 4.3966 0.340 0.979 -0.563 0.098
C 2.9481 0.3316 -3.2056 -1.212 -1.751 7.377 -0.586
O 2.7356 -0.1320 -1.9082 1.362 1.955 -6.015 -0.116
N 4.0941 0.7575 -3.6674 4.399 0.036 2.277 0.165
N 1.9717 0.5444 -4.0074 -3.270 1.003 -2.930 0.187
H 4.8493 0.6207 -2.9563 -0.770 0.233 -1.224 0.147
H 4.3672 0.6245 -4.6118 -0.008 -0.038 -0.682 0.105
H 1.0489 0.3537 -3.6726 -0.645 -0.261 0.227 0.073
H 2.0295 1.2131 -4.8028 0.190 -1.039 1.124 0.154
C 3.5627 -1.6969 2.2110 2.294 0.192 -0.719 -0.186
O 3.6201 -0.3439 2.4845 -1.186 1.310 2.612 -0.130
H 2.6209 -2.0000 1.7972 -0.490 -0.576 0.356 0.050
H 4.0670 -2.3103 2.9783 -1.126 0.131 0.304 0.098
H 4.3249 -1.7245 1.4581 0.222 -1.227 -1.290 0.069
H 3.9773 0.1356 1.7463 0.243 0.470 -0.701 0.007
C 3.4696 2.3756 0.3092 1.301 -0.806 -0.466 -0.104
O 4.1472 1.1219 0.2860 0.827 0.560 1.086 -0.130
H 4.0634 3.0468 -0.2695 0.384 0.827 -0.499 0.074
H 3.4366 2.7617 1.3014 -0.192 0.096 0.922 0.078
H 2.5186 2.3145 -0.1347 -1.400 -0.175 -0.337 0.041
H 3.7125 0.5026 -0.2812 -0.816 -0.500 -1.239 0.016
C -2.5202 -2.8194 -1.5417 -0.324 2.458 0.343 -0.100
O -1.7447 -1.7413 -0.9948 0.357 -0.467 1.136 -0.148
H -3.2856 -3.1969 -0.8628 0.168 0.386 0.079 0.086
H -1.9191 -3.5775 -1.8915 1.395 -2.015 -0.620 0.036
H -2.9168 -2.3199 -2.3788 -1.510 -0.267 -1.371 0.079
H -1.2951 -1.2402 -1.7052 -0.514 -0.252 0.321 0.040
C 0.7426 -0.1754 0.3402 1.138 -0.761 -2.270 -0.135
O 0.0842 1.0189 0.0027 -0.223 0.278 -0.016 -0.137
H 0.7174 -0.7796 -0.6030 0.131 0.207 0.978 0.079
H 0.3143 -0.7592 1.1001 -1.065 -0.556 1.194 0.052
H 1.8072 -0.0758 0.5676 -0.087 0.444 0.091 0.064
H 0.0486 1.6329 0.7557 0.133 -0.136 -0.058 0.031
C -1.4088 1.4587 -2.8119 -0.349 2.256 -1.212 -0.154
O -0.7203 0.3331 -2.4635 0.977 -1.136 -0.093 -0.152
H -1.7016 2.0906 -1.9603 -0.137 -0.475 -0.119 0.064
H -2.2485 1.1844 -3.4262 -0.682 -0.101 0.045 0.087
H -0.8127 2.1316 -3.4801 -0.041 -0.293 0.354 0.086
H -0.2312 0.5857 -1.6738 0.383 0.014 0.791 0.034
C -0.1669 3.7807 2.6350 0.535 1.623 -0.868 -0.118
O 0.3741 2.6044 2.0970 1.387 -0.942 1.554 -0.154
H 0.1072 4.0602 3.6611 0.015 -0.707 -0.073 0.098
H -1.2290 3.6706 2.5466 -0.564 0.490 0.014 0.054
H 0.2651 4.5773 1.9875 -0.958 0.134 0.484 0.088
H 1.1851 2.4414 2.6135 -0.314 -0.432 -0.662 0.111
C 0.0282 -0.5569 3.9108 2.293 1.036 0.086 -0.155
O -0.6099 -0.1608 5.0943 1.391 -1.302 0.919 -0.076
H 0.9785 -1.0746 4.1266 -0.528 0.135 0.090 0.099
H 0.2841 0.2911 3.2552 0.077 0.058 0.384 0.067
H -0.5761 -1.1474 3.3186 -1.378 -1.771 -1.171 0.031
H -1.1994 0.4884 4.8163 -1.778 1.819 -0.256 0.022

Entry 4:
27
Properties=species:S:1:pos:R:3:forces:R:3:lowdin_charge:R:1 method="wB97M-V/def2-TZVPD" homo_lumo_gap_ha=0.330 homo_ev=-8.00 e_above_lowest_kj_mol=256.71 lumo_ev=0.98
C -4.2591 -1.7788 -0.3288 0.370 -0.819 1.647 -0.035
C -2.7637 -1.7625 -0.1216 -1.734 2.174 -1.622 -0.247
C -1.9362 -2.6383 0.4152 3.676 -1.091 0.300 -0.032
N -0.5848 -2.1594 0.2682 -8.135 4.545 0.451 0.084
C -0.6509 -0.8613 -0.2508 2.211 -2.547 0.684 -0.194
C 0.5647 -0.0814 -0.2780 -1.662 0.389 -1.479 0.001
C 0.2282 1.1499 -0.8284 -0.768 0.262 1.587 -0.116
C -1.1247 1.5661 -1.0533 -1.171 -1.454 -0.645 -0.083
C -2.2903 0.7471 -0.9653 4.248 -1.479 0.738 0.004
C -2.0065 -0.6043 -0.5953 1.402 1.054 1.084 -0.119
H -4.6064 -0.8432 -0.7293 -0.099 0.158 -0.542 0.059
H -4.7250 -1.8494 0.6651 -0.163 -0.134 -0.252 0.082
H -4.5707 -2.6555 -0.9012 -0.114 0.342 -0.151 0.080
H -2.0125 -3.5500 0.9900 -0.603 -0.091 -0.389 0.118
H 0.2088 -2.5717 0.2079 5.951 -4.033 0.086 0.051
H 1.6602 -0.3463 -0.0102 -2.387 0.139 -0.275 0.127
H 0.9420 1.9279 -0.6826 0.585 0.679 -0.766 0.071
H -1.2996 2.5314 -1.4569 0.126 1.008 0.076 0.076
H -3.2617 1.0937 -1.0207 -1.715 0.914 -0.524 0.073
C 4.2527 1.4299 0.1017 -3.371 -2.887 0.216 -0.184
C 3.8931 1.8442 1.5461 1.618 2.565 -0.714 -0.186
H 4.0220 0.3038 0.1938 0.758 1.242 -0.862 0.063
H 3.4298 1.7337 -0.6604 2.055 0.054 0.988 0.079
H 5.2924 1.5095 -0.1305 0.316 0.480 -0.657 0.041
H 4.8414 2.3391 1.9707 -1.749 -0.213 -0.291 0.083
H 3.0119 2.5391 1.5050 0.949 -0.630 0.654 0.073
H 3.7453 0.9866 2.1497 -0.594 -0.628 0.657 0.032